Entry from the OMol25 dataset: one molecule with the formula C4H5N3S (ωB97M-V/def2-TZVPD).

Structure (XYZ):
```
13
Properties=species:S:1:pos:R:3:nbo_charge:R:1
C 1.049 -3.022 -0.091 -0.473
C -0.171 -1.241 0.819 0.250
C -0.138 0.911 -0.309 -0.023
C -0.886 1.410 0.816 0.205
H 1.363 -4.054 0.183 0.221
H 0.547 -3.094 -1.084 0.197
H 1.974 -2.445 -0.219 0.189
H -0.742 -0.808 1.607 0.206
H 0.759 -0.716 -1.007 0.432
N 0.142 -2.461 0.893 -0.404
N 0.256 -0.370 -0.183 -0.584
N -1.509 1.690 1.760 -0.237
S 0.297 1.922 -1.512 0.020
```

Values from the calculation:
E_HOMO (eV): -9.7
Multiplicity: 1
Energy relative to the best compared isomer or geometry (same formula, charge and spin) (eV): 1.6243
E_tot (eV): -19533.25666
E_LUMO (eV): -1.23
Molar mass (g mol⁻¹): 127.17


Entry from the OMol25 dataset: C42H50AsBaN6O3SbSi as an isolated structure (ωB97M-V/def2-TZVPD).

Structure (XYZ):
```
105
Properties=species:S:1:pos:R:3:mulliken_charge:R:1
Ba -15.552 -13.936 -0.679 1.560
O -19.956 -18.357 4.037 -0.669
C -20.726 -17.230 3.988 0.739
C -21.969 -17.300 4.611 -0.851
C -22.752 -16.162 4.627 -0.128
C -22.392 -15.023 3.961 -1.140
C -21.156 -15.007 3.287 -0.260
C -20.287 -16.105 3.285 0.105
C -19.002 -16.065 2.553 0.822
O -18.904 -15.300 1.442 -0.210
N -17.965 -16.665 2.977 -0.637
N -16.746 -16.477 2.410 -0.088
C -15.739 -17.063 2.939 -0.561
C -14.359 -16.814 2.718 0.855
C -13.451 -17.535 3.559 -0.703
C -12.132 -17.288 3.574 -0.699
C -11.611 -16.286 2.745 -0.447
C -12.374 -15.646 1.816 -0.691
C -13.835 -15.779 1.895 0.465
O -14.651 -14.942 1.399 -0.739
H -19.082 -18.222 3.589 0.408
H -22.203 -18.184 5.172 0.412
H -23.690 -16.133 5.145 0.355
H -22.956 -14.117 3.969 0.417
H -20.889 -14.107 2.736 0.566
H -15.961 -17.777 3.738 0.224
H -13.878 -18.263 4.227 0.316
H -11.449 -17.723 4.280 0.345
H -10.554 -16.105 2.850 0.361
H -11.936 -14.867 1.218 0.405
C -15.500 -18.979 -2.174 -0.505
C -14.716 -18.343 -1.277 -0.640
C -14.234 -17.045 -1.458 0.250
C -14.469 -16.341 -2.669 -0.535
C -15.280 -17.095 -3.643 0.023
C -15.743 -18.361 -3.410 -0.918
N -14.227 -15.026 -2.782 -0.481
C -14.167 -14.246 -3.982 0.097
C -13.791 -14.763 -5.250 -0.633
C -13.494 -13.923 -6.276 -0.669
C -13.726 -12.585 -6.222 -0.484
C -14.191 -12.007 -5.054 -0.308
C -14.503 -12.831 -3.886 -0.282
N -15.076 -12.380 -2.760 0.607
N -15.341 -11.010 -2.813 -0.764
C -15.855 -10.460 -1.748 -0.232
C -16.083 -9.035 -1.756 -0.697
C -16.592 -8.488 -0.630 -0.151
C -16.895 -9.313 0.545 -0.801
C -16.601 -10.626 0.515 -0.325
N -15.967 -11.177 -0.499 0.097
H -15.894 -19.972 -1.958 0.336
H -14.465 -18.930 -0.405 0.401
H -13.674 -16.644 -0.608 0.703
H -15.452 -16.665 -4.628 0.385
H -16.323 -18.906 -4.168 0.440
H -13.576 -15.829 -5.313 0.386
H -13.119 -14.391 -7.209 0.222
H -13.544 -11.938 -7.112 0.260
H -14.406 -10.942 -5.097 0.384
H -15.803 -8.401 -2.607 0.370
H -16.816 -7.425 -0.533 0.301
H -17.349 -8.814 1.396 0.342
H -16.870 -11.276 1.359 0.365
C -17.644 -13.322 -5.766 -1.089
As -19.097 -12.177 -5.745 0.222
C -17.971 -10.697 -4.979 -1.048
C -18.954 -11.813 -7.770 -1.181
H -16.747 -12.765 -6.138 0.371
H -17.768 -14.182 -6.366 0.687
H -17.392 -13.661 -4.772 0.030
H -17.146 -10.555 -5.637 0.527
H -17.408 -11.240 -4.133 -0.060
H -18.483 -9.785 -4.716 0.451
H -17.909 -11.924 -8.016 0.295
H -19.209 -10.751 -7.955 0.329
H -19.621 -12.483 -8.279 0.378
C -22.215 -12.442 -2.042 -1.161
Si -20.681 -12.366 -0.978 0.199
C -20.991 -11.395 0.583 -1.043
C -19.274 -11.650 -1.921 0.066
C -20.330 -14.008 -0.109 -0.249
C -19.757 -14.703 0.682 0.215
H -22.774 -11.493 -2.066 0.346
H -22.978 -13.174 -1.711 0.338
H -21.907 -12.691 -3.047 0.319
H -21.118 -10.268 0.433 0.320
H -20.061 -11.465 1.107 0.287
H -21.882 -11.682 1.163 0.275
H -19.639 -11.434 -2.956 -0.106
H -18.433 -12.298 -1.925 -0.013
H -18.900 -10.636 -1.532 0.178
C -19.514 -19.016 -3.304 -1.383
Sb -19.364 -16.982 -2.933 0.685
C -21.506 -16.572 -3.088 -1.342
C -19.067 -16.617 -5.024 -0.797
H -20.039 -19.043 -4.317 0.349
H -20.132 -19.495 -2.578 0.463
H -18.552 -19.468 -3.391 0.320
H -21.963 -17.155 -3.902 0.433
H -21.597 -15.491 -3.319 0.295
H -22.125 -16.725 -2.178 0.361
H -18.634 -15.615 -5.190 -0.238
H -20.015 -16.619 -5.545 0.518
H -18.361 -17.354 -5.457 0.374
```

Values from the calculation:
E_HOMO (eV): 0.1
Multiplicity: 1
Energy relative to the best compared isomer or geometry (same formula, charge and spin) (eV): 2.5128
E_tot (eV): -135392.59691
E_LUMO (eV): 3.78
Molar mass (g mol⁻¹): 1049.00
Charge: -2